[1]
29
Properties=species:S:1:pos:R:3:nbo_charge:R:1 method="wB97M-V/def2-TZVPD" orbital_gap_ev=6.98 homo_energy_ev=-7.45 spin_multiplicity=1 charge=0
O -1.56 1.21 0.42 -1.12
H -1.10 0.46 0.79 0.43
O -1.33 -1.10 0.53 -1.00
H 0.79 -0.23 -2.60 0.44
O 0.57 -0.63 -0.40 -0.96
H -0.56 -2.58 -1.55 0.53
O 0.11 -2.43 1.29 -1.00
C 0.81 0.83 1.39 0.80
H -0.33 2.36 1.97 0.45
O -0.88 -1.71 -1.30 -0.76
H -1.10 -1.29 -2.13 0.54
O -0.70 1.42 -1.30 -0.88
H -1.10 -1.51 -0.31 0.41
H 0.12 0.96 -1.49 0.44
H -2.20 -0.72 0.38 0.49
H -1.08 1.42 -0.38 0.41
H -0.13 -1.18 -0.76 0.43
H -0.60 2.27 -1.72 0.47
H 2.08 -0.31 0.35 0.44
N 1.97 0.57 0.84 -0.82
H 1.08 -0.03 -1.13 0.45
H 0.05 -1.56 0.91 0.47
H -0.69 -2.54 1.80 0.47
H 0.17 -0.20 0.36 0.46
O 0.98 0.44 -1.95 -0.91
O -0.07 -0.03 1.48 -0.64
N 0.62 2.09 1.77 -0.82
H 2.71 1.26 0.83 0.39
H 1.36 2.76 1.93 0.39

=====

[2]
115
Properties=species:S:1:pos:R:3:mulliken_charge:R:1 method="wB97M-V/def2-TZVPD" orbital_gap_ev="3.51 / 3.51" homo_energy_ev="-12.70 / -12.70" spin_multiplicity=1 charge=+2
C 4.86 -0.91 0.91 -1.05
H 3.58 3.32 3.04 0.48
C 2.62 -1.69 0.88 -0.34
H -4.27 0.83 0.31 0.34
B -2.55 -4.13 5.87 0.49
Br -0.35 -1.53 2.66 0.22
B -1.05 -3.49 5.17 0.35
H -3.17 -2.61 -1.44 0.23
B -2.99 -5.58 4.95 0.60
C 2.64 3.98 -2.74 -0.89
C -3.69 2.76 -0.18 -1.01
H -1.04 4.53 1.01 0.07
H -0.80 -0.66 -5.28 0.36
N 2.20 -0.56 0.29 0.63
Au -0.57 -2.05 -0.09 1.53
H -3.87 3.51 -2.77 0.28
C 0.93 -2.08 -2.32 -0.64
Si -1.71 -1.38 -3.05 1.00
B -1.84 -4.44 2.58 0.15
Si 2.22 2.83 1.06 0.30
H -3.66 0.00 -2.33 0.28
H 4.00 1.72 2.43 0.35
H -2.42 1.08 -2.99 -0.11
C 5.10 3.43 -1.08 -1.35
H 1.87 -2.44 1.08 0.31
H -2.71 -4.07 7.03 -0.23
C -1.37 -5.15 5.19 -0.41
C -2.31 0.71 -0.16 -1.13
H 1.53 5.16 1.44 0.55
H -1.84 -2.07 -5.40 0.52
H 0.56 -4.76 3.63 -0.34
H 5.65 3.93 -1.89 0.47
C -1.05 -1.61 -4.80 -1.29
H -2.11 -3.75 -2.29 0.24
N 0.47 -3.36 -2.35 0.12
B -3.12 -3.31 3.14 -0.15
H 0.85 -5.34 -2.66 0.56
H -1.84 2.38 2.19 0.12
H -1.97 3.85 3.15 0.49
H 1.59 4.01 -2.47 -0.05
H -0.24 -3.00 5.85 -0.28
C 3.77 2.75 2.13 -1.29
Sb 0.65 0.88 -1.49 -0.70
C 2.52 1.70 -0.53 3.00
H 2.72 3.90 -3.83 0.55
O -4.80 3.20 -0.15 -0.52
H 5.80 2.76 -0.59 0.46
H -3.22 4.99 -3.46 0.55
H 4.64 0.42 -2.56 0.27
H 3.42 0.91 -3.75 0.30
B -1.37 -3.00 3.49 -0.88
H 2.64 -0.78 -2.63 -0.53
H 2.82 5.11 0.25 0.42
O -2.27 -0.50 0.09 -0.71
B -0.58 -4.54 3.82 0.60
C -2.09 4.23 1.04 -0.61
H 3.26 -4.97 -3.27 0.51
C -3.00 4.17 -2.79 -1.06
H 4.65 3.18 1.66 0.34
H -3.41 3.17 2.41 0.35
H 1.28 1.27 2.74 0.53
C 2.27 -1.80 -2.64 0.10
H -2.69 5.13 1.12 0.58
N -1.25 1.42 -0.64 0.31
C -2.43 3.60 -0.36 2.88
H 4.99 1.70 -3.72 0.64
B -2.60 -2.71 4.76 0.06
C 3.11 -2.83 -3.00 -0.58
H -0.79 -5.76 5.87 0.72
N -3.47 1.38 0.02 0.47
Si 3.61 2.60 -1.88 0.97
H 0.92 0.67 -4.16 0.44
H 3.07 4.94 -2.47 0.45
H 0.30 2.72 2.66 0.62
H -0.49 1.69 -3.81 0.35
C 4.21 1.28 -3.09 -1.15
C 3.94 -1.91 1.21 -1.39
C 0.54 1.49 -3.54 -0.94
C -2.70 -2.84 -2.40 -0.98
H -2.15 3.62 -3.20 0.12
Br -4.19 -2.23 1.92 -0.19
H 4.81 4.20 -0.37 0.33
C -0.08 -1.12 -1.96 1.08
H -1.43 -6.91 3.38 -0.26
B -1.78 -5.83 3.68 0.57
H 5.13 1.06 0.13 0.30
C -2.69 4.71 -1.39 -1.22
C -2.35 3.34 2.26 -1.28
H 5.91 -1.05 1.15 0.53
H 4.14 -2.63 -3.28 0.54
H 0.13 1.47 1.43 -0.65
H 4.25 -2.84 1.67 0.58
H -3.47 -6.51 5.49 -0.23
Br -1.38 -4.59 0.64 -0.34
Br -3.02 -0.91 5.37 -0.35
C 4.43 0.26 0.33 -0.49
C -1.25 2.77 -0.79 -0.20
Br -5.70 -3.75 5.12 -0.34
H -3.39 0.08 -4.06 0.70
H 1.14 2.38 -3.69 0.37
H -3.54 5.29 -1.03 0.61
C 1.90 4.62 0.57 -0.81
H -0.18 -2.27 -4.84 0.31
O -0.22 3.25 -1.26 -0.95
C 3.08 0.42 0.01 -1.73
C 2.62 -4.13 -3.00 -0.73
C 1.28 -4.34 -2.66 -0.72
B -3.84 -4.03 4.65 -0.10
C 0.85 2.00 2.05 -0.40
B -3.35 -5.10 3.26 0.17
C -2.89 0.10 -3.09 -0.81
H -3.50 -3.05 -3.11 0.49
Br -4.67 -6.03 2.16 -0.33
H 1.17 4.72 -0.23 0.09
H -1.82 5.35 -1.42 0.48

=====

[3]
54
Properties=species:S:1:pos:R:3:nbo_charge:R:1 method="wB97M-V/def2-TZVPD" orbital_gap_ev=8.44 homo_energy_ev=-8.46 spin_multiplicity=1 charge=0
C 4.51 -2.79 1.72 -0.07
O 1.60 2.71 -1.26 -0.60
N -4.44 -0.79 0.31 -0.85
C -0.53 0.86 -1.69 -0.16
H 5.88 4.36 -0.16 0.22
C 4.34 2.89 -0.25 -0.22
C 0.41 0.75 -0.66 -0.14
O -3.94 -1.85 -1.89 -0.93
C -0.99 -0.90 0.40 -0.22
C -1.67 0.09 -1.68 -0.20
H -4.08 1.23 -0.23 0.20
H 3.52 -2.52 2.12 0.16
C 6.61 2.44 0.41 -0.22
H -7.30 2.50 2.87 0.20
H 0.86 -0.21 1.22 0.21
C -4.86 0.46 -0.29 -0.28
C 0.17 -0.14 0.39 -0.14
N 2.73 1.04 -0.19 -0.61
C 6.30 1.10 0.58 -0.25
N 4.61 -0.72 0.49 -0.50
O -5.97 1.64 1.53 -0.40
O 4.35 -3.53 0.53 -0.52
H 5.02 -3.45 2.42 0.20
S -3.40 -1.74 -0.57 2.32
C -6.10 0.96 0.37 0.25
H 3.68 -3.39 -1.36 0.20
H 2.66 0.09 0.16 0.42
H -5.07 0.23 -1.33 0.25
H -9.21 1.58 1.16 0.23
C -7.42 0.83 0.06 -0.28
O -3.17 -2.92 0.21 -0.93
C 5.01 0.63 0.34 0.20
C -8.15 1.48 1.09 -0.31
H -7.83 0.33 -0.80 0.23
C 4.02 1.55 -0.06 0.11
H 3.98 -0.88 -1.51 0.22
C 4.50 -1.47 -0.75 -0.25
H -2.40 0.14 -2.48 0.24
H 7.61 2.78 0.60 0.21
H 5.50 -1.74 -1.14 0.18
C 5.63 3.32 -0.02 -0.21
H 2.70 -2.51 -0.15 0.16
H 5.41 -0.94 2.40 0.22
H 7.07 0.41 0.90 0.21
H 6.33 -1.81 1.13 0.18
H -1.20 -1.60 1.20 0.24
C 3.72 -2.76 -0.47 -0.07
H -0.33 1.57 -2.48 0.24
H -4.20 -0.74 1.29 0.40
C 5.32 -1.52 1.47 -0.25
C -1.89 -0.79 -0.64 -0.32
C 1.63 1.62 -0.73 0.67
H 3.57 3.57 -0.56 0.25
C -7.21 1.95 1.95 0.09

=====

[4]
7
Properties=species:S:1:pos:R:3:nbo_charge:R:1 method="wB97M-V/def2-TZVPD" orbital_gap_ev=8.99 homo_energy_ev=-9.31 spin_multiplicity=1 charge=0
C -1.21 -0.20 -0.42 -0.63
P -1.57 -1.63 0.44 0.43
Cl -0.79 1.31 0.24 0.05
H 3.58 0.90 -0.11 0.25
H -1.67 -0.89 1.61 -0.06
Cl 2.39 1.01 -0.43 -0.26
H -0.73 -0.50 -1.32 0.21

=====

[5]
8
Properties=species:S:1:pos:R:3:nbo_charge:R:1 method="wB97M-V/def2-TZVPD" orbital_gap_ev=7.87 homo_energy_ev=-8.58 spin_multiplicity=1 charge=0
H 1.17 -0.75 -0.98 0.19
N -0.57 0.33 0.25 -0.79
H -0.57 2.54 0.61 0.10
C 0.75 -0.89 -0.07 -0.35
H 0.34 -1.99 0.13 0.22
S -0.06 1.80 -0.37 0.22
I -2.53 -0.43 -0.31 0.20
H 1.46 -0.61 0.73 0.21

=====

[6]
18
Properties=species:S:1:pos:R:3:nbo_charge:R:1 method="wB97M-V/def2-TZVPD" orbital_gap_ev="8.65 / 8.65" homo_energy_ev="-13.28 / -13.28" spin_multiplicity=1 charge=+1
C 2.81 0.74 0.13 -0.41
C -3.23 -0.08 0.08 -0.67
H 3.27 0.28 0.94 0.22
H 0.61 -1.65 0.64 0.24
H 0.67 -1.41 -1.11 0.21
H -0.78 0.23 -1.17 0.42
H 3.50 0.71 -0.76 0.23
H -3.19 -0.68 -0.90 0.24
C 1.27 -1.24 -0.15 -0.45
H -3.81 0.89 -0.15 0.29
H -3.74 -0.58 0.80 0.26
N -0.72 0.50 -0.21 -0.50
N 1.53 0.14 -0.05 -0.33
H 2.60 1.85 0.24 0.26
H 2.27 -1.79 -0.25 0.26
H -1.82 0.82 1.51 0.23
C -1.82 0.28 0.48 0.23
C 0.58 1.00 -0.07 0.28

=====

[7]
20
Properties=species:S:1:pos:R:3:nbo_charge:R:1 method="wB97M-V/def2-TZVPD" orbital_gap_ev=9.66 homo_energy_ev=-13.10 spin_multiplicity=1 charge=+1
H 0.42 -2.21 0.15 0.21
C -2.30 -0.97 -0.51 -0.22
C -2.15 1.18 0.08 -0.21
H 2.73 2.16 -0.03 0.24
C 0.20 -0.04 -0.14 -0.15
C 0.94 -1.29 0.02 -0.14
H -2.84 -0.67 -1.42 0.23
H -2.80 -0.47 1.55 0.47
H 4.07 0.01 0.19 0.23
C -1.24 0.01 -0.21 0.21
H -2.74 1.76 -0.59 0.26
H 0.31 2.09 -0.44 0.21
H -2.08 -2.12 -0.43 0.26
C 3.04 -0.01 0.04 -0.14
N -2.37 -0.19 0.67 -0.39
C 2.28 1.18 -0.02 -0.21
C 2.37 -1.23 0.20 -0.19
H 2.76 -2.16 0.27 0.23
H -1.54 1.82 0.81 0.24
C 0.95 1.13 -0.20 -0.16

=====

[8]
12
Properties=species:S:1:pos:R:3:nbo_charge:R:1 method="wB97M-V/def2-TZVPD" orbital_gap_ev=7.23 homo_energy_ev=-3.53 spin_multiplicity=1 charge=-1
H 0.60 2.14 2.24 0.48
H 1.02 -1.27 -1.22 0.36
C -0.24 0.27 -2.01 0.86
O 0.82 1.54 2.99 -0.95
C -0.64 -1.06 0.09 -0.42
N 0.24 -0.65 -1.01 -0.73
H -0.01 -1.38 0.90 0.17
H -1.40 -1.75 -0.29 0.16
H -1.10 -0.12 0.42 0.22
O -0.88 1.25 -1.58 -0.81
O 0.04 -0.04 -3.20 -0.81
H 1.56 1.07 2.67 0.46

=====

ΔE to the lowest compared entry with this formula, charge and spin, record by record: 507.12 5.09 62.80 68.33 55.44 87.87 78.57 21.54 kcal/mol